18
Properties=species:S:1:pos:R:3 method="wB97M-V/def2-TZVPD" homo_lumo_gap_ev=10.07 smiles="CCN(C)C(C)=O" total_charge=0
C -0.4268 -0.5372 1.9684
C -0.5104 -0.8080 0.4799
N -0.2757 0.3696 -0.3486
C -1.3257 1.3743 -0.3406
C 0.6519 0.3686 -1.3612
C 1.8776 -0.5162 -1.1908
O 0.6023 1.1787 -2.2717
H 0.5182 -0.0736 2.2460
H -1.2572 0.0863 2.2832
H -0.5243 -1.4627 2.5318
H -1.4731 -1.2491 0.2127
H 0.2035 -1.5724 0.1693
H -1.0706 2.0975 -1.1050
H -1.2882 1.9224 0.6084
H -2.3064 0.9060 -0.4442
H 2.7019 0.0653 -1.5960
H 2.0428 -0.6832 -0.1293
H 1.8603 -1.4662 -1.7125

=====

38
Properties=species:S:1:pos:R:3 method="wB97M-V/def2-TZVPD" homo_lumo_gap_ev=9.88 total_charge=0
C 2.7636 -2.2909 1.1279
N 2.9081 -2.3636 -0.3578
O 1.9131 -2.2457 -1.0471
O 4.0056 -2.5499 -0.8261
H 2.3303 -3.2384 1.4427
H 1.9976 -1.5388 1.2892
H 3.7637 -2.1474 1.5114
C -4.6710 1.5109 1.2912
N -4.5025 0.3238 0.3828
O -5.1734 -0.6478 0.6145
O -3.6257 0.3821 -0.4379
H -3.6968 1.6729 1.7417
H -5.3419 1.1946 2.0818
H -5.0284 2.3214 0.6678
C -1.2023 1.7784 4.0090
N -1.6302 0.3456 4.0042
O -0.7853 -0.4601 4.3116
O -2.7723 0.0958 3.6886
H -0.3764 1.8495 3.3065
H -0.8937 2.0348 5.0164
H -2.0237 2.3905 3.6541
C -0.0516 0.1262 -0.9725
N -0.3745 0.7235 0.3625
O -1.1676 0.1389 1.0669
O 0.0588 1.8428 0.5974
H 0.3244 -0.8646 -0.7225
H 0.5723 0.7926 -1.5459
H -1.0406 -0.0326 -1.4030
C -0.4704 -1.2412 -4.3629
Br -1.6066 0.3065 -4.3857
Br 1.4317 -0.7912 -4.3380
Br -0.8850 -2.2956 -5.9784
H -0.5511 -1.8538 -3.4760
C 5.1780 0.8234 -2.4301
Br 6.4223 2.1196 -1.6637
Br 5.3489 0.6978 -4.3705
Br 3.3780 1.2240 -1.8227
H 5.4744 -0.1340 -2.0274

=====

44
Properties=species:S:1:pos:R:3 method="wB97M-V/def2-TZVPD" homo_lumo_gap_ev="8.40 / 5.17" multiplicity=5 total_charge=+2
I 4.2311 2.3677 -0.3667
I 2.8960 -2.5549 -0.2862
Ir 0.5140 -0.0398 -0.1615
P -0.5614 -0.0052 -2.1317
C 0.4872 0.0182 -3.6604
C -1.5904 -1.4783 -2.3558
H -2.3955 1.4939 -1.5879
H -1.9037 1.3853 -3.3515
H -0.9362 2.3911 -2.2680
C -1.5761 1.5004 -2.3236
H -2.3915 -1.4797 -1.6005
H -1.9320 -1.3198 -3.3777
H -0.2386 0.0050 -4.4822
H 1.1232 -0.8923 -3.7032
H -0.9370 -2.3593 -2.3308
H 1.0968 0.9491 -3.7155
C 1.8554 0.1879 -1.4629
O 2.7602 0.3153 -2.2358
Cl -1.8141 -0.0036 0.6636
N 0.9262 0.0788 1.7429
S -0.1191 -0.1328 3.1456
C 0.5171 -1.4526 4.1412
C -0.2891 -2.5359 4.5203
C 0.2378 -3.5503 5.2849
C 1.6153 -3.4518 5.6127
C 2.4688 -2.3684 5.2116
C 1.8628 -1.3497 4.4570
C 0.2771 1.3729 4.0133
C 0.4163 2.5599 3.3174
C 0.8274 3.6960 3.9779
C 0.9496 3.6436 5.3794
C 0.5921 2.4980 6.1297
C 0.1758 1.3596 5.4250
H 1.9853 -0.0002 1.7638
H -1.2860 -2.4734 4.1768
H -0.4565 -4.3496 5.5805
H 2.0333 -4.2301 6.2463
H 3.5552 -2.2678 5.5101
H 2.3749 -0.4127 4.1800
H 0.2898 2.5314 2.2657
H 1.0244 4.5786 3.3845
H 1.2025 4.5367 5.9430
H 0.6323 2.4110 7.2429
H -0.0799 0.4102 5.8916

=====

6
Properties=species:S:1:pos:R:3 method="wB97M-V/def2-TZVPD" homo_lumo_gap_ev="6.16 / 6.14" total_charge=+1
O 1.1603 0.1178 0.3960
P -0.3759 0.2364 -0.0432
I -0.1494 1.2270 -2.3020
I -1.1912 1.9753 1.3677
I -0.8911 -2.7206 0.1633
H 1.4473 -0.8359 0.4182

=====

12
Properties=species:S:1:pos:R:3 method="wB97M-V/def2-TZVPD" homo_lumo_gap_ev=10.40 smiles=N[Si](N)([SiH3])Cl total_charge=0
N -1.6611 0.7315 -0.4910
Si -0.2215 -0.2913 -0.3299
N -0.7962 -1.4108 0.7808
Si 1.8051 0.6510 0.1464
Cl -0.1096 -1.3979 -2.1422
H -2.4993 0.5077 -0.9896
H -1.4499 1.7263 -0.5168
H -0.4144 -2.3362 0.9333
H -0.9133 -0.8675 1.5741
H 2.4854 1.3102 -0.9497
H 2.3976 -0.3772 1.0354
H 1.3772 1.7544 0.9491

=====

31
Properties=species:S:1:pos:R:3 method="wB97M-V/def2-TZVPD" homo_lumo_gap_ev="6.40 / 4.82" multiplicity=6 total_charge=+4
I -0.9972 -2.6037 3.6907
I 0.1519 -3.9716 1.6552
Yb -1.1728 0.6934 2.9308
Rh -0.9947 0.5831 -0.1975
S -0.3029 -1.6769 -0.9754
C -1.1136 1.4715 -1.8346
C -2.6640 1.0895 0.5398
C 1.0889 -1.7644 -2.1281
C 1.9521 -2.9567 -1.7314
C 1.9337 -0.5070 -2.0611
C 0.5273 -1.9658 -3.5382
C 0.1042 3.0376 2.8403
C 0.4696 1.5430 0.5309
O -3.7668 1.3421 0.7990
O -1.0952 1.9673 -2.8862
O 0.6239 3.9968 2.4787
O 1.5389 1.9943 0.7020
H 2.7904 -3.0203 -2.4325
H 1.3912 -3.8921 -1.7887
H 2.3209 -2.8241 -0.7104
H 2.7841 -0.6446 -2.7382
H 2.2904 -0.3565 -1.0393
H 1.3655 0.3715 -2.3729
H 1.3669 -1.9827 -4.2441
H -0.1793 -1.1678 -3.8207
H 0.0163 -2.9324 -3.6113
O -3.3542 3.2627 4.9857
Cl -2.1081 2.8778 4.4294
O -2.2395 2.7029 2.9264
O -1.0423 3.8171 4.6913
O -1.6858 1.5161 4.9104

=====

45
Properties=species:S:1:pos:R:3 method="wB97M-V/def2-TZVPD" homo_lumo_gap_ev=4.24 total_charge=-1
Pt 1.0481 0.3507 1.1918
S 1.8586 0.7420 -0.9800
C 2.0572 2.3834 -0.4688
S 1.7649 2.5544 1.2345
C 2.4176 3.4136 -1.3124
C 2.5085 4.7522 -0.9010
N 2.5729 5.8658 -0.6203
C 2.7370 3.1531 -2.6533
N 3.0347 2.9507 -3.7458
N -0.8655 -0.4950 -5.9685
C -1.2382 -0.2981 -4.6578
C -2.1461 -1.1650 -4.0432
C -2.5584 -0.9323 -2.7468
C -2.0724 0.1629 -2.0588
C -1.1771 1.0350 -2.6521
C -0.7579 0.8062 -3.9460
S -2.5340 0.3851 -0.3535
O -3.5563 -0.5843 -0.0282
O -2.8095 1.7644 -0.0896
N -1.1572 -0.0397 0.4357
C -0.8432 -1.3183 0.4775
S -1.8443 -2.6796 0.0825
C -0.4972 -3.7248 0.4814
C 0.5735 -3.0055 0.8711
N 0.3745 -1.6602 0.8602
H -0.9957 -1.4210 -6.3406
H -0.0256 -0.0278 -6.2671
H -2.5313 -2.0138 -4.5908
H -3.2629 -1.5815 -2.2510
H -0.8252 1.8871 -2.0929
H -0.0575 1.4793 -4.4181
H -0.5935 -4.7871 0.3974
H 1.5326 -3.3850 1.1780
Se 3.5301 -2.0814 3.9274
N 2.5118 -1.8445 5.3843
C 1.5110 -1.0241 5.0702
C 0.5126 -0.5197 5.9068
C -0.4433 0.3279 5.3539
C -0.4174 0.6637 4.0140
N 0.5496 0.2157 3.1982
C 1.4941 -0.5867 3.7003
N 2.4864 -1.0031 2.9209
H 0.5086 -0.7663 6.9563
H -1.2144 0.7477 5.9805
H -1.1605 1.3061 3.5651

=====

82
Properties=species:S:1:pos:R:3 method="wB97M-V/def2-TZVPD" homo_lumo_gap_ev="4.16 / 3.87" multiplicity=6 total_charge=0
Mn 0.1669 1.5310 -1.1032
C 2.9799 2.8259 2.4138
N 3.2353 2.9605 0.9830
C 4.6412 2.8961 0.6185
C 2.1869 2.6976 0.1517
O 1.0774 2.4819 0.6362
C 2.5986 2.7143 -1.3264
O 1.7553 2.5120 -2.4271
C 1.1807 3.6571 -3.0243
C -0.1382 4.1091 -2.4383
O -0.6448 3.5124 -1.4931
N -0.6725 5.2603 -2.8989
C -0.2271 5.9097 -4.1188
C -1.9587 5.7001 -2.3849
H 3.6515 3.4952 2.9490
H 3.1532 1.7992 2.7518
H 1.9483 3.0863 2.6245
H 5.2030 3.4937 1.3352
H 4.8348 3.3009 -0.3691
H 5.0227 1.8708 0.6579
H 3.3425 1.9156 -1.4085
H 3.1278 3.6684 -1.4586
H 1.0383 3.3870 -4.0712
H 1.8934 4.4909 -2.9524
H 0.8212 5.7089 -4.3171
H -0.3472 6.9876 -4.0069
H -0.8138 5.5846 -4.9821
H -2.1186 5.2589 -1.4068
H -2.7708 5.3962 -3.0500
H -1.9528 6.7876 -2.3075
O -0.6657 0.3648 0.8065
P -1.4485 -0.6929 1.4881
C -0.3313 -2.1390 1.5214
P 0.4712 -2.2635 -0.1174
O 0.3372 -1.0414 -0.9347
C -0.3483 -3.6024 -1.0019
C -0.5209 -3.3220 -2.3601
C -1.1611 -4.2575 -3.1623
C -1.6234 -5.4497 -2.6206
C -1.4570 -5.7206 -1.2678
C -0.8199 -4.7938 -0.4554
C 2.1867 -2.7477 0.2067
C 2.6016 -4.0656 0.3661
C 3.9342 -4.3477 0.6365
C 4.8535 -3.3146 0.7470
C 4.4438 -1.9975 0.5814
C 3.1146 -1.7136 0.3095
C -1.9090 -0.3195 3.1826
C -3.1878 -0.4468 3.6977
C -3.4481 -0.1419 5.0278
C -2.4363 0.2968 5.8589
C -1.1573 0.4415 5.3416
C -0.8955 0.1412 4.0166
C -2.8752 -1.2748 0.5681
C -3.2134 -0.6062 -0.6040
C -4.2604 -1.0742 -1.3849
C -4.9658 -2.2032 -0.9972
C -4.6256 -2.8784 0.1702
C -3.5784 -2.4195 0.9495
H -0.8425 -3.0686 1.7825
H 0.3989 -1.9167 2.3053
H -0.1828 -2.3574 -2.7475
H -1.3084 -4.0458 -4.2135
H -2.1263 -6.1713 -3.2529
H -1.8280 -6.6468 -0.8466
H -0.6948 -5.0056 0.6017
H 1.8859 -4.8726 0.2635
H 4.2553 -5.3750 0.7526
H 5.8932 -3.5365 0.9520
H 5.1686 -1.1956 0.6538
H 2.7736 -0.6961 0.1510
H -3.9921 -0.7732 3.0499
H -4.4564 -0.2436 5.4087
H -2.6413 0.5363 6.8935
H -0.3556 0.8008 5.9748
H 0.1004 0.2853 3.6116
H -2.6296 0.2513 -0.9178
H -4.5121 -0.5638 -2.3047
H -5.7780 -2.5700 -1.6118
H -5.1705 -3.7659 0.4655
H -3.3053 -2.9495 1.8563
O 0.1195 0.4706 -2.9741

=====

DFT total energy readings, ordered: -327.1121, -16501.6312, -2650.4302, -1310.0039, -1152.9605, -3632.9977, -5394.6286, -3674.8705 a.u.